A structure of composition C47H44CoN3O4P3S2 at a distorted geometry, computed with ωB97M-V/def2-TZVPD.

Geometry as XYZ:
```
104
Properties=species:S:1:pos:R:3:lowdin_charge:R:1
Co 1.923 0.800 0.727 0.587
C 5.208 -0.385 -1.733 -0.124
C 4.113 0.236 -1.371 -0.136
N 3.698 0.004 0.058 0.032
C 4.586 -0.425 0.980 -0.311
C 5.453 -1.300 0.685 -0.290
C 5.772 -1.338 -0.645 -0.023
C 6.042 -2.156 1.769 -0.085
C 5.395 -2.245 2.980 -0.137
C 4.203 -1.356 3.226 -0.011
C 3.923 -0.411 2.167 -0.185
N 2.683 0.263 2.279 -0.010
C 2.139 0.702 3.369 -0.202
C 2.863 1.109 4.720 -0.005
C 2.074 1.525 5.869 -0.162
C 0.695 1.866 5.766 -0.105
C 0.202 1.963 4.357 -0.166
C -1.197 2.422 4.076 -0.036
C -1.598 2.411 2.813 -0.104
C -0.738 1.901 1.697 -0.033
N 0.541 1.481 2.045 0.038
C 0.977 1.477 3.390 -0.219
H 5.267 -0.783 -2.638 0.023
H 3.326 0.168 -2.337 0.140
H 6.526 -1.891 -1.323 0.109
H 7.340 -1.971 1.570 0.178
H 5.973 -2.606 3.918 0.103
H 3.362 -1.512 3.951 0.108
H 3.917 0.959 5.058 0.084
H 2.496 1.926 6.951 0.132
H 0.006 1.605 6.627 0.101
H -1.733 2.777 5.031 0.134
H -2.546 2.449 2.315 0.075
H -1.062 2.125 0.470 0.154
C -7.170 -2.774 1.565 -0.064
C -6.172 -1.591 1.266 -0.287
O -4.972 -1.817 2.085 -0.391
P -3.911 -0.574 2.089 -0.160
S -2.350 -1.149 3.125 0.272
S -3.560 -0.002 0.191 0.250
O -4.826 0.604 2.784 -0.371
C -5.184 0.245 4.147 -0.328
C -4.385 0.980 5.210 -0.118
H -7.887 -2.752 0.787 0.045
H -7.700 -2.649 2.499 0.063
H -6.619 -3.691 1.497 0.060
H -6.633 -0.615 1.526 0.103
H -5.867 -1.499 0.180 0.076
H -4.883 -0.771 4.291 0.053
H -6.325 0.355 4.244 0.140
H -3.262 0.896 5.135 0.043
H -4.564 0.671 6.240 0.063
H -4.494 2.138 5.161 0.097
O 1.607 1.746 -1.157 -0.345
P 0.549 1.573 -2.133 0.689
C -0.303 -0.021 -2.130 -0.272
P 0.511 -1.426 -1.372 0.689
O 1.210 -1.185 -0.133 -0.285
C -0.945 -2.535 -1.202 -0.271
C -1.513 -3.333 -2.185 -0.069
C -2.384 -4.362 -1.852 -0.060
C -2.704 -4.564 -0.494 -0.031
C -2.174 -3.689 0.497 -0.032
C -1.306 -2.678 0.090 -0.136
C 1.577 -2.233 -2.562 -0.242
C 2.526 -3.067 -1.910 -0.058
C 3.618 -3.505 -2.603 -0.070
C 3.719 -3.349 -4.005 -0.057
C 2.811 -2.496 -4.623 -0.124
C 1.813 -1.911 -3.931 -0.097
C 1.128 1.921 -3.818 -0.250
C 0.450 1.926 -4.955 -0.152
C 0.951 2.502 -6.046 -0.107
C 2.079 3.308 -6.097 -0.072
C 2.883 3.406 -4.968 -0.115
C 2.470 2.735 -3.799 -0.015
C -0.792 2.815 -1.952 -0.287
C -2.128 2.418 -1.739 -0.059
C -3.094 3.556 -1.620 -0.037
C -2.732 4.816 -1.592 -0.125
C -1.475 5.154 -1.918 -0.056
C -0.464 4.161 -2.134 -0.031
H -0.933 -0.371 -2.824 0.030
H -1.182 0.440 -1.243 0.097
H -1.326 -3.213 -3.171 0.066
H -2.913 -4.919 -2.520 0.065
H -3.345 -5.287 -0.215 0.056
H -2.340 -3.801 1.486 0.052
H -0.877 -2.134 0.877 0.052
H 2.455 -3.217 -0.834 0.122
H 4.226 -4.087 -2.016 0.081
H 4.421 -3.953 -4.567 0.101
H 2.976 -2.500 -5.708 0.109
H 0.955 -1.369 -4.484 0.130
H -0.486 1.478 -5.057 0.105
H 0.459 2.343 -7.002 0.110
H 2.301 3.830 -6.958 0.077
H 3.454 4.227 -4.665 0.078
H 3.432 2.331 -2.712 0.224
H -2.041 1.334 -1.587 -0.018
H -4.008 3.152 -1.411 0.071
H -3.462 5.550 -1.529 0.099
H -1.185 6.147 -1.955 0.083
H 0.467 4.541 -2.402 0.085
```

Output
ΔE to the lowest compared entry with this formula, charge and spin = 288.9 kcal per mole
Gap between HOMO and LUMO (spin up / spin down) = 4.511 / 5.677 eV
Calculated total energy = -5485.46446 a.u.
Total charge = -1
E_HOMO (spin up / spin down) = -2.63 / -3.79 eV
Spin multiplicity = 3

A cluster of 2 separate species, C4H8O4 in total at a distorted geometry, computed with ωB97M-V/def2-TZVPD.

Geometry as XYZ:
```
16
Properties=species:S:1:pos:R:3:lowdin_charge:R:1
O -1.281 1.418 0.418 -0.124
C -0.070 1.094 0.687 -0.709
O 0.782 1.861 1.091 -0.064
C 0.502 -0.382 0.655 -0.134
C 0.433 -0.994 -0.801 -0.212
C 0.397 -2.501 -1.161 -0.646
O 0.425 -2.517 -2.427 -0.355
H -0.057 -1.115 1.317 0.091
H 1.521 -0.526 1.066 0.080
H 1.234 -0.557 -1.310 0.066
H -0.396 -0.596 -1.379 0.088
H 1.293 -2.916 -0.866 0.035
H -0.514 -3.021 -0.783 0.073
H -0.763 3.981 1.185 -0.042
H -1.829 2.908 0.961 0.023
O -1.677 3.865 1.348 -0.171
```

Output
ΔE to the lowest compared entry with this formula, charge and spin = 32.3 kcal per mole
Gap between HOMO and LUMO = 5.701 eV
Calculated total energy = -458.09346 a.u.
Total charge = -2
E_HOMO = 0.90 eV

A cluster of 14 separate species, C27H82O20 in total at a distorted geometry, computed with ωB97M-V/def2-TZVPD.

Geometry as XYZ:
```
129
Properties=species:S:1:pos:R:3:lowdin_charge:R:1
C -3.325 -6.143 0.063 -0.210
O -3.225 -5.288 -1.005 -0.095
H -3.955 -5.774 0.872 0.068
H -3.746 -7.117 -0.185 0.079
H -2.371 -6.252 0.579 0.077
H -2.344 -4.908 -0.955 0.078
C 5.036 -5.883 1.919 -0.257
C 6.232 -5.829 2.859 -0.218
O 5.755 -6.201 4.176 -0.078
O 4.757 -7.191 1.456 -0.054
H 5.231 -5.245 1.058 0.118
H 4.215 -5.406 2.454 0.118
H 6.629 -4.814 2.866 0.117
H 7.041 -6.502 2.578 0.119
H 5.397 -7.088 4.085 0.065
H 4.881 -7.794 2.193 0.071
C 2.704 5.978 -4.006 -0.231
C 2.547 5.734 -2.511 -0.238
O 1.396 6.449 -2.051 -0.071
O 3.189 7.329 -4.284 -0.063
H 1.777 5.743 -4.529 0.113
H 3.370 5.225 -4.429 0.108
H 3.449 6.104 -2.023 0.117
H 2.470 4.688 -2.212 0.112
H 0.594 6.010 -2.343 0.077
H 4.099 7.158 -4.536 0.072
C -7.799 1.276 -3.067 -0.232
C -6.394 0.828 -2.620 -0.220
O -5.412 1.276 -3.573 -0.088
O -8.138 2.662 -2.861 -0.063
H -8.546 0.617 -2.626 0.112
H -7.885 1.097 -4.139 0.111
H -6.267 -0.234 -2.407 0.112
H -6.129 1.316 -1.682 0.115
H -5.475 0.796 -4.403 0.078
H -7.909 3.130 -3.667 0.079
C 6.643 1.152 -2.472 -0.225
C 5.928 -0.201 -2.560 -0.224
O 6.477 -1.219 -1.682 -0.076
O 6.150 1.742 -1.273 -0.072
H 6.459 1.804 -3.326 0.116
H 7.729 1.072 -2.414 0.121
H 6.028 -0.667 -3.540 0.112
H 4.858 -0.193 -2.350 0.116
H 6.539 -0.698 -0.878 0.051
H 6.724 1.341 -0.617 0.063
C -1.993 -4.245 5.317 -0.214
C -0.541 -4.397 4.736 -0.227
O -0.006 -3.166 4.274 -0.085
O -1.898 -3.811 6.681 -0.083
H -2.453 -5.232 5.362 0.107
H -2.565 -3.600 4.650 0.114
H -0.547 -4.981 3.816 0.112
H 0.201 -4.830 5.407 0.117
H 0.186 -2.623 5.042 0.080
H -2.731 -3.609 7.113 0.082
C -8.785 -1.487 2.776 -0.222
C -7.885 -2.654 2.120 -0.224
O -7.923 -3.832 2.882 -0.070
O -10.158 -1.835 2.869 -0.078
H -8.730 -0.612 2.129 0.107
H -8.547 -1.158 3.788 0.112
H -6.851 -2.327 2.014 0.110
H -8.222 -2.869 1.105 0.113
H -8.689 -4.351 2.625 0.085
H -10.079 -2.610 3.429 0.068
C 5.012 0.032 3.170 -0.070
C 6.529 0.308 3.447 -0.284
O 7.297 0.221 2.214 -0.107
H 4.638 0.710 2.404 0.070
H 4.530 0.255 4.122 0.068
H 4.877 -1.010 2.881 0.066
H 7.018 -0.427 4.086 0.105
H 6.592 1.294 3.908 0.099
H 8.209 0.274 2.509 0.070
C 3.393 5.616 3.145 -0.081
C 4.484 5.615 4.281 -0.295
O 4.840 6.959 4.613 -0.087
H 2.450 6.018 3.516 0.062
H 3.205 4.627 2.727 0.060
H 3.667 6.245 2.298 0.068
H 5.359 5.189 3.791 0.094
H 4.256 4.998 5.150 0.105
H 4.689 7.121 5.548 0.075
C -0.041 0.582 0.000 -0.084
C -0.975 -0.626 -0.186 -0.294
O -0.216 -1.842 -0.023 -0.097
H 0.654 0.730 -0.826 0.069
H 0.599 0.463 0.875 0.066
H -0.591 1.515 0.127 0.068
H -1.536 -0.637 -1.121 0.107
H -1.768 -0.640 0.561 0.097
H 0.168 -1.781 0.855 0.067
C 0.419 0.407 -5.999 -0.083
C 0.697 -0.069 -7.427 -0.389
O 1.157 0.923 -8.240 -0.038
H 1.266 0.994 -5.643 0.068
H 0.192 -0.443 -5.355 0.073
H -0.373 1.154 -5.948 0.069
H -0.246 -0.507 -7.754 0.103
H 1.265 -0.999 -7.394 0.104
H 1.019 0.656 -9.152 0.094
C 1.580 -5.324 -4.630 -0.106
C 2.262 -5.381 -3.307 -0.342
O 3.292 -6.358 -3.329 -0.067
H 2.241 -5.200 -5.489 0.077
H 0.799 -4.565 -4.676 0.073
H 1.049 -6.257 -4.820 0.073
H 1.510 -5.541 -2.534 0.110
H 2.710 -4.399 -3.153 0.106
H 3.529 -6.521 -2.413 0.077
C -3.131 2.001 4.418 -0.067
C -4.273 2.760 3.683 -0.343
O -5.179 3.144 4.663 -0.093
H -2.627 2.625 5.157 0.071
H -2.454 1.643 3.643 0.065
H -3.686 1.266 5.000 0.072
H -4.739 2.135 2.921 0.103
H -4.015 3.736 3.272 0.107
H -5.909 3.610 4.249 0.085
C -3.474 7.376 -2.310 -0.083
C -3.958 5.935 -2.414 -0.290
O -2.949 4.919 -2.726 -0.105
H -2.686 7.598 -3.031 0.073
H -2.991 7.577 -1.354 0.068
H -4.241 8.138 -2.447 0.073
H -4.656 5.847 -3.246 0.099
H -4.492 5.575 -1.535 0.104
H -3.421 4.087 -2.815 0.063
```

Output
ΔE to the lowest compared entry with this formula, charge and spin = 114.5 kcal per mole
Gap between HOMO and LUMO = 9.825 eV
Calculated total energy = -2582.36071 a.u.
E_HOMO = -9.81 eV